{
  "formula": "C3H3NOS",
  "method": "ωB97M-V with the def2-TZVPD basis set",
  "species": ["S", "C", "C", "C", "N", "O", "H", "H", "H"],
  "xyz": [[2.115, -0.869, 1.430], [0.766, -0.225, 0.799], [0.219, -0.326, -0.596], [-1.016, 0.513, -0.449], [-1.173, 0.985, 0.717], [-0.073, 0.552, 1.509], [-0.013, -1.369, -0.847], [0.922, 0.045, -1.325], [-1.747, 0.696, -1.237]],
  "lowdin_charge": [0.7186, -0.8585, -0.1379, -0.1251, 0.1042, -0.0832, 0.1341, 0.1227, 0.1251],
  "smiles": "S=C1CC=NO1",
  "orbital_gap_ev": 9.026,
  "e_above_lowest_kj_mol": 148.5,
  "largest_force_ha_per_bohr": 0.014,
  "charge": 0,
  "total_energy_ha": -644.23038
}